{"formula": "C2H8N3", "method": "wB97M-V/def2-TZVPD", "e_above_lowest_kj_mol": 502.87, "e_homo_ha": [-0.5070, -0.4985], "multiplicity": 1, "charge": 1, "smiles": "NC/C=[NH+]\\N", "species": ["N", "C", "C", "N", "N", "H", "H", "H", "H", "H", "H", "H", "H"], "positions_angstrom": [[-1.296, -1.810, 0.495], [-0.498, -0.862, -0.208], [0.624, -0.413, 0.569], [1.581, 0.909, 0.168], [1.575, 1.307, -1.129], [-1.576, -1.550, 1.431], [-2.051, -2.221, -0.032], [-1.062, 0.021, -0.582], [-0.119, -1.339, -1.131], [0.811, -0.664, 1.597], [2.482, 0.838, 0.625], [0.646, 1.523, -1.480], [2.253, 2.037, -1.324]], "forces_ev_per_a": [[0.2, -0.4, 0.6], [-0.7, 0.3, -1.0], [4.3, 5.3, -0.9], [-4.6, -5.8, 0.8], [0.1, 0.1, 0.2], [-0.2, 0.1, -0.2], [0.1, 0.1, 0.0], [0.2, 0.1, 0.0], [0.1, 0.2, 0.0], [0.1, -0.1, 0.2], [0.2, 0.2, 0.0], [0.1, 0.0, 0.1], [0.0, -0.1, 0.1]], "nbo_charge": [-0.822, -0.378, 0.264, -0.272, -0.550, 0.384, 0.403, 0.233, 0.276, 0.226, 0.427, 0.397, 0.411]}

---

{"formula": "C33H37BrINO4Si2Sr", "method": "wB97M-V/def2-TZVPD", "e_above_lowest_kj_mol": 34.07, "e_homo_ha": 0.0295, "multiplicity": 1, "charge": -2, "species": ["Sr", "C", "C", "C", "C", "C", "C", "C", "C", "C", "C", "H", "H", "H", "H", "H", "H", "H", "H", "H", "H", "H", "H", "H", "H", "C", "Si", "C", "C", "C", "C", "C", "C", "C", "Si", "C", "C", "H", "H", "H", "H", "H", "H", "H", "H", "H", "H", "H", "H", "H", "H", "H", "H", "I", "C", "C", "C", "C", "C", "C", "C", "O", "O", "H", "H", "H", "H", "Br", "C", "C", "N", "C", "C", "C", "C", "O", "O", "H", "H", "H"], "positions_angstrom": [[-0.931, -0.535, -0.735], [1.845, -0.415, 4.329], [0.861, -1.198, 3.457], [1.569, -1.796, 2.238], [-0.310, -0.346, 3.017], [-0.106, 0.839, 2.310], [-1.175, 1.584, 1.835], [-2.487, 1.157, 2.038], [-3.625, 1.955, 1.458], [-2.692, -0.016, 2.758], [-1.618, -0.752, 3.245], [2.649, -1.069, 4.676], [1.346, 0.016, 5.199], [2.300, 0.400, 3.763], [0.457, -2.021, 4.055], [1.976, -1.003, 1.603], [0.876, -2.383, 1.634], [2.398, -2.440, 2.544], [0.896, 1.187, 2.087], [-0.979, 2.485, 1.263], [-3.723, 2.916, 1.967], [-4.571, 1.418, 1.542], [-3.427, 2.178, 0.408], [-3.702, -0.378, 2.916], [-1.802, -1.686, 3.765], [2.400, -3.442, -0.849], [1.679, -2.006, -1.917], [1.369, -2.944, -3.578], [3.328, -1.064, -2.340], [4.301, -1.847, -2.985], [5.541, -1.366, -3.366], [5.858, -0.041, -3.097], [4.924, 0.747, -2.452], [3.652, 0.278, -2.061], [2.780, 1.769, -1.242], [2.724, 3.084, -2.579], [3.977, 2.212, 0.163], [3.173, -4.006, -1.385], [1.604, -4.143, -0.572], [2.841, -3.067, 0.077], [2.174, -3.637, -3.851], [1.236, -2.239, -4.404], [0.447, -3.531, -3.498], [4.073, -2.885, -3.198], [6.252, -2.016, -3.866], [6.820, 0.372, -3.381], [5.199, 1.778, -2.244], [3.667, 3.634, -2.631], [1.924, 3.792, -2.358], [2.538, 2.631, -3.555], [4.629, 3.050, -0.094], [4.609, 1.359, 0.421], [3.405, 2.498, 1.048], [-0.262, 8.567, 0.621], [-0.207, 6.463, 0.449], [-1.244, 5.816, -0.269], [-1.116, 4.530, -0.703], [0.114, 3.755, -0.483], [1.213, 4.524, 0.110], [1.046, 5.813, 0.529], [0.139, 2.442, -0.812], [-0.869, 1.731, -1.262], [1.298, 1.625, -0.526], [-2.173, 6.344, -0.459], [-1.940, 4.042, -1.206], [2.178, 4.059, 0.261], [1.893, 6.335, 0.962], [-1.110, -7.798, 2.208], [-1.804, -6.704, 0.811], [-2.469, -7.307, -0.242], [-2.980, -6.604, -1.249], [-2.834, -5.280, -1.214], [-2.187, -4.597, -0.192], [-1.650, -5.335, 0.852], [-2.062, -3.089, -0.204], [-2.551, -2.477, -1.188], [-1.467, -2.560, 0.765], [-2.589, -8.384, -0.277], [-3.250, -4.713, -2.037], [-1.134, -4.822, 1.653]], "forces_ev_per_a": [[0.5, 0.5, 0.2], [0.0, 0.0, 0.0], [0.0, 0.0, 0.0], [0.0, 0.0, 0.0], [0.0, 0.0, 0.0], [0.0, 0.0, 0.0], [0.0, 0.0, 0.0], [-0.1, -0.1, 0.0], [0.0, 0.0, 0.0], [0.0, 0.0, 0.0], [0.0, 0.0, 0.0], [0.0, 0.0, 0.0], [0.0, 0.0, 0.0], [0.0, 0.0, 0.0], [0.0, 0.0, 0.0], [0.0, 0.0, 0.0], [0.0, 0.0, 0.0], [0.0, 0.0, 0.0], [0.0, 0.0, 0.0], [0.0, 0.0, 0.0], [0.0, 0.0, 0.0], [0.0, 0.0, 0.0], [0.0, 0.0, 0.0], [0.0, 0.0, 0.0], [0.0, 0.0, 0.0], [0.0, 0.0, 0.0], [-0.1, 0.2, 0.1], [0.0, 0.0, 0.0], [0.0, -0.1, 0.0], [0.0, 0.0, 0.0], [0.0, 0.0, 0.0], [0.0, 0.0, 0.0], [0.0, 0.0, 0.0], [0.1, 0.0, 0.0], [0.1, 0.0, 0.0], [0.0, 0.0, 0.1], [0.0, 0.0, 0.0], [0.0, 0.0, 0.0], [0.0, 0.0, 0.0], [0.0, 0.0, 0.0], [0.0, 0.0, 0.0], [0.0, 0.0, 0.0], [0.0, 0.0, 0.0], [0.0, 0.0, 0.0], [0.0, 0.0, 0.0], [0.0, 0.0, 0.0], [0.0, 0.0, 0.0], [0.0, 0.0, 0.0], [0.0, 0.0, 0.0], [0.0, 0.0, 0.0], [0.0, 0.0, 0.0], [0.0, 0.0, 0.0], [0.0, 0.0, 0.0], [0.0, 0.0, 0.0], [0.0, 0.0, 0.1], [0.0, -0.1, 0.0], [0.0, 0.1, 0.0], [0.1, -0.1, 0.1], [0.0, 0.1, 0.0], [0.0, -0.1, 0.0], [-0.1, -0.1, 0.0], [-0.1, -0.2, -0.1], [-0.2, -0.1, -0.2], [0.0, 0.0, 0.0], [0.0, 0.0, 0.0], [0.0, 0.0, 0.0], [0.0, 0.0, 0.0], [0.0, 0.1, -0.1], [0.1, -0.2, 0.2], [0.0, 0.1, -0.1], [0.0, 0.0, 0.0], [0.0, 0.0, -0.1], [0.0, -0.1, 0.0], [0.0, 0.1, 0.0], [-0.1, -0.1, 0.1], [0.1, 0.0, 0.0], [0.0, -0.1, -0.1], [0.0, 0.0, 0.0], [0.0, 0.0, 0.0], [0.0, 0.0, 0.0]], "mulliken_charge": [1.064, -1.610, 0.267, -0.896, 0.772, -0.084, -0.261, 1.048, -1.483, -0.621, -0.902, 0.441, 0.427, 0.238, 0.434, -0.066, 0.093, 0.486, 0.072, 0.233, 0.361, 0.322, 0.268, 0.291, 0.284, -1.353, 0.367, -1.453, 1.152, -0.155, -0.782, -0.733, -0.942, -0.001, 0.142, -1.074, -1.563, 0.497, 0.323, 0.244, 0.386, 0.305, 0.253, 0.086, 0.366, 0.361, 0.136, 0.315, 0.406, 0.288, 0.381, 0.438, 0.495, -0.236, -0.461, -0.016, -1.231, 1.228, -0.754, -0.493, -0.577, -1.153, 1.004, 0.299, 0.316, 0.244, 0.344, -0.231, -0.055, -0.129, -0.662, -0.109, 0.085, -0.141, 0.722, -1.002, -0.309, 0.353, 0.455, 0.444]}

---

{"formula": "C24H26N4O6S", "method": "wB97M-V/def2-TZVPD", "e_above_lowest_kj_mol": 6.05, "e_homo_ha": -0.2866, "multiplicity": 1, "charge": 0, "smiles": "CCOC(=O)N1CCN(C(=O)c2ccc3c(=O)n(-c4cc(OC)ccc4OC)c(=S)[nH]c3c2)CC1", "species": ["C", "C", "O", "C", "O", "N", "C", "C", "N", "C", "O", "C", "C", "C", "C", "C", "O", "N", "C", "C", "C", "O", "C", "C", "C", "C", "O", "C", "C", "S", "N", "C", "C", "C", "C", "H", "H", "H", "H", "H", "H", "H", "H", "H", "H", "H", "H", "H", "H", "H", "H", "H", "H", "H", "H", "H", "H", "H", "H", "H", "H"], "positions_angstrom": [[3.100, 4.179, -2.153], [2.308, 5.461, -1.940], [1.001, 5.378, -2.512], [0.102, 4.652, -1.836], [0.305, 4.131, -0.762], [-1.109, 4.617, -2.469], [-1.218, 4.949, -3.874], [-0.766, 3.732, -4.713], [-0.873, 2.534, -3.902], [0.251, 1.830, -3.614], [1.315, 2.041, -4.160], [0.092, 0.726, -2.609], [-0.180, -0.575, -3.041], [-0.256, -1.600, -2.123], [-0.055, -1.350, -0.767], [-0.148, -2.439, 0.212], [-0.399, -3.590, -0.065], [0.083, -2.054, 1.531], [-0.092, -3.055, 2.540], [0.904, -3.987, 2.761], [0.727, -4.962, 3.736], [1.632, -5.930, 4.042], [2.839, -5.967, 3.319], [-0.457, -4.968, 4.471], [-1.450, -4.038, 4.239], [-1.289, -3.065, 3.259], [-2.200, -2.107, 2.926], [-3.374, -2.016, 3.696], [0.373, -0.786, 1.949], [0.682, -0.412, 3.519], [0.431, 0.183, 0.996], [0.229, -0.047, -0.340], [0.303, 0.991, -1.268], [-2.086, 2.475, -3.121], [-2.059, 3.604, -2.058], [2.698, 3.380, -1.536], [4.139, 4.344, -1.880], [3.046, 3.868, -3.193], [2.774, 6.303, -2.456], [2.217, 5.684, -0.872], [-0.604, 5.821, -4.090], [-2.265, 5.193, -4.069], [-1.383, 3.627, -5.611], [0.282, 3.823, -5.007], [-0.326, -0.766, -4.092], [-0.468, -2.614, -2.426], [1.800, -3.929, 2.165], [3.423, -5.052, 3.465], [2.661, -6.119, 2.249], [3.394, -6.815, 3.716], [-0.584, -5.723, 5.230], [-2.352, -4.080, 4.828], [-3.924, -1.167, 3.293], [-3.985, -2.920, 3.603], [-3.145, -1.833, 4.750], [0.645, 1.120, 1.315], [0.520, 1.992, -0.926], [-2.928, 2.615, -3.805], [-2.180, 1.498, -2.649], [-1.736, 3.227, -1.087], [-3.047, 4.059, -1.952]], "forces_ev_per_a": [[-0.3, 0.2, 0.0], [0.5, -0.1, 0.3], [-0.3, -0.1, -0.2], [-0.3, 0.3, 0.0], [0.3, -0.1, 0.4], [0.0, 0.2, 0.0], [0.1, 0.1, -0.1], [0.2, 0.1, -0.3], [-0.1, 0.1, -0.2], [-0.1, -0.1, -0.1], [0.3, -0.1, 0.0], [0.3, -0.2, 0.3], [0.0, 0.0, 0.0], [0.0, 0.1, 0.1], [0.0, 0.3, -0.1], [-0.1, -0.2, -0.4], [0.0, 0.1, -0.1], [0.0, -0.2, 0.1], [-0.4, -0.2, 0.3], [0.0, -0.1, 0.1], [-0.3, 0.2, 0.0], [-0.1, -0.1, 0.2], [0.1, 0.0, -0.1], [0.3, -0.1, -0.1], [-0.1, 0.2, -0.1], [0.2, 0.0, -0.3], [0.3, -0.2, -0.1], [-0.2, 0.0, 0.1], [0.3, 0.7, 0.4], [0.1, 0.2, 0.4], [0.0, 0.0, 0.1], [-0.2, -0.5, -0.7], [0.0, -0.1, 0.0], [-0.2, 0.0, 0.2], [-0.1, -0.1, 0.2], [0.0, -0.1, 0.0], [0.1, 0.0, 0.0], [0.0, 0.0, -0.1], [-0.1, -0.1, 0.1], [0.0, 0.1, -0.2], [-0.2, -0.1, -0.1], [0.1, 0.0, 0.0], [0.1, 0.0, 0.0], [-0.2, 0.0, 0.0], [0.0, 0.0, -0.1], [0.0, -0.1, 0.0], [0.1, 0.0, 0.0], [0.0, 0.0, 0.0], [0.0, 0.0, 0.0], [0.0, 0.1, -0.1], [0.0, -0.1, 0.1], [-0.1, 0.0, 0.0], [0.0, -0.1, 0.1], [0.0, 0.0, 0.0], [0.0, 0.0, 0.0], [0.0, -0.2, 0.1], [0.0, 0.1, 0.0], [0.0, -0.1, 0.1], [-0.1, 0.1, -0.1], [-0.1, 0.0, -0.1], [0.0, -0.1, 0.0]], "nbo_charge": [-0.640, -0.066, -0.520, 0.905, -0.678, -0.445, -0.234, -0.245, -0.428, 0.668, -0.606, -0.062, -0.238, -0.116, -0.225, 0.682, -0.569, -0.490, 0.209, -0.284, 0.285, -0.492, -0.253, -0.217, -0.277, 0.269, -0.500, -0.247, 0.291, -0.178, -0.581, 0.280, -0.287, -0.240, -0.236, 0.219, 0.216, 0.230, 0.190, 0.196, 0.242, 0.197, 0.199, 0.251, 0.226, 0.242, 0.228, 0.176, 0.177, 0.200, 0.224, 0.222, 0.200, 0.175, 0.181, 0.438, 0.257, 0.200, 0.237, 0.244, 0.200]}